(1)
C38H58FIN4O3S | ωB97M-V/def2-TZVPD

Largest force on an atom: 0.1018 hartree/bohr
Frontier orbital gap (spin up / spin down): 0.2893 / 0.2752 Eh
LUMO level (spin up / spin down): 0.05 / -0.33 eV

The geometry in ORCA input format:
```
! wB97M-V def2-TZVPD RIJCOSX def2/J DEFGRID3
* xyz 0 3
H -5.5905 1.3682 -1.7227
H 3.4204 -1.3197 -0.5799
C -6.4113 4.1552 2.4178
C 9.2735 -1.1636 -0.9398
C 9.7747 -2.4370 3.5447
H 10.4090 -4.9289 2.7458
H -4.7690 6.0747 3.3167
C 0.1154 -1.0211 -1.6509
C 7.8840 -3.8850 3.0534
H -4.6457 2.2040 4.2246
H 9.0328 -2.1147 4.2816
C 1.1864 -2.0857 -1.3189
C -8.2593 1.7603 -5.5251
H 8.1972 -4.4438 3.9413
C -0.0340 -3.4679 2.3817
C -6.6834 3.5459 -5.0326
H -7.2630 4.3657 -5.4647
H 1.8419 -3.6310 0.2655
H -8.1251 5.9013 -2.1944
H -3.8064 3.1519 -0.2116
N -8.6198 3.2088 -3.4714
H 10.1450 -3.6968 -0.8034
C -3.4988 0.5357 3.0202
H -7.3143 0.6354 -3.2712
O -7.2594 4.5445 1.5537
N 8.7352 -2.2659 1.2786
C -1.1961 -1.5196 0.7268
H 5.3254 -2.6042 -0.1824
H -7.4965 1.3727 -6.2070
C -7.4258 5.0672 -2.3061
H 11.4389 -1.1870 1.6915
H 11.3571 -0.2977 0.2056
H 10.1415 0.0001 1.4414
H 10.5069 -3.0577 4.0699
H 10.2860 -1.5255 3.2529
O 7.7504 -2.8640 0.5481
C -3.6883 2.4209 0.6637
H -8.1669 3.7851 3.7625
C 10.7083 -3.0487 -0.1209
O -9.6285 2.3255 -3.2431
C -0.1516 -5.0200 1.9512
C -7.6050 2.5138 -4.3363
C -8.1431 3.7008 -2.1380
C -2.8816 0.0385 1.6603
C 10.0317 -4.3600 1.8910
H 0.2167 -0.4606 -2.6404
N -2.3111 -1.3122 1.6649
H 7.3784 -4.5995 2.3980
C -7.0315 3.5791 3.7839
C -0.1041 -2.5752 1.0656
H 5.7062 -2.9024 -1.9852
H -0.7860 -5.1700 1.0169
H 1.0379 -3.3446 2.7960
H -10.0239 4.6983 -1.6000
H -7.8310 1.8607 -1.0407
H -3.2481 5.4328 2.5220
I 4.5093 -0.2192 -2.8703
C 9.1111 -3.2146 2.3762
H -9.8128 3.1327 -0.8026
H -3.8770 4.5366 4.0049
C -4.1878 1.9064 3.2117
H 4.4229 -3.9517 -1.0390
H 10.0872 -0.7671 -1.5543
H -5.9108 1.1475 -4.1839
H 8.7108 -1.8455 -1.5833
C 1.0540 -2.8245 0.0297
H 11.9114 -3.3210 1.6659
C -7.2317 2.6984 -1.4192
H -5.9224 3.9606 -4.3722
F -0.9179 -3.0823 3.4383
C 4.8656 -2.8985 -1.1972
H -6.1250 3.0817 -5.8530
C 10.7345 -0.7843 0.9642
H 11.7556 -4.7527 0.6660
H -6.6403 5.1982 -1.5556
H 2.3029 -2.1271 -3.3451
C -9.2869 4.0253 -1.1528
H -0.5349 -5.6496 2.8309
C 2.4202 -2.4701 -2.2662
H -8.9095 2.4245 -6.1019
H -8.8846 4.5195 -0.2633
C -6.1350 2.1327 -2.2867
C -1.0249 -0.7872 -0.6445
H 7.1507 -3.1400 3.3738
C -4.3056 2.8924 2.0207
H 11.5683 -2.6827 -0.6913
C 3.7372 -1.7948 -1.5749
C -2.9934 1.0184 0.4780
H -6.6146 4.0684 4.7256
H 2.6177 -3.6051 -2.2515
H -6.9645 5.2234 -3.2760
C -6.7240 1.5169 -3.5500
H -8.8462 0.8966 -5.2010
H -5.4062 2.9123 -2.5340
H -6.8971 2.4416 3.8220
H -6.7841 3.1669 -0.5379
H 9.4483 -5.0713 1.2930
S -2.2933 0.4910 -1.1400
H 0.9285 -5.3792 1.7575
C 9.8259 -1.8640 0.3255
C -4.2160 5.1044 3.0571
N -4.9601 4.2235 2.1078
C 11.2060 -3.8872 1.0492
H -3.0162 -2.0586 1.6324
H -3.4716 -0.1537 3.9389
H 8.6247 -0.3244 -0.6730
*
```



(2)
C38H59BrFNO7S | ωB97M-V/def2-TZVPD

Structure (SMILES): CCOCCOc1c(COCC)cc2c(c1CCC(C)C)Sc1c(O)c(Br)cc(CCCO)c1N2CCCF.C1CCOC1.C1CCOC1
Largest force on an atom: 0.0983 hartree/bohr
Frontier orbital gap: 0.2882 Eh
LUMO level: 0.12 eV

The geometry in ORCA input format:
```
! wB97M-V def2-TZVPD RIJCOSX def2/J DEFGRID3
* xyz 0 1
C 1.2099 -2.9746 1.9570
H 2.6039 -1.2724 -1.4942
O 4.4494 2.2805 2.6165
C -6.5976 -0.6242 2.6202
H -4.9874 -1.0291 4.5620
H 6.3404 1.8864 0.5348
H 2.0448 0.0718 0.0298
C -0.7298 1.6028 7.2625
H -0.4978 2.5039 3.4190
Br -2.9221 3.1760 -7.1936
H 5.6145 3.9425 2.3049
H 3.1843 -2.8082 2.9670
H 1.0293 2.8996 6.6028
H 3.0989 1.2443 -2.8244
H -0.3710 3.8751 7.4676
C -1.7300 2.4968 5.2674
H -3.0707 -2.7169 -6.7398
C 4.0041 2.5624 -4.4934
H 2.7570 -1.9038 -3.2119
H -4.5245 -2.6380 -5.7305
C 1.8394 -3.3991 -1.7085
H -6.5457 0.2082 3.4232
C -0.4267 0.8063 -3.2491
C -5.1635 -1.3005 2.3283
C -1.8224 -4.4348 -4.9881
H 0.8771 -3.9364 2.5090
H -5.0550 -0.4042 0.2520
H -2.7552 2.5101 4.7287
H 0.1373 2.3492 -6.6852
C 0.2195 2.8872 7.4242
C -4.3446 -0.6274 1.1271
H 1.0234 -3.3125 -0.8964
C -0.4007 2.0188 -5.7266
N 0.3793 0.0961 -2.2357
C 0.3328 1.2900 -4.5447
C -3.5689 0.7321 1.5137
H -0.2063 -1.9661 -2.0632
H -3.6388 0.9819 2.6389
H -1.6207 -5.2329 -4.2693
H -4.2834 2.9613 -4.5161
H -2.2486 -1.3085 -4.9944
C 6.8151 2.1630 2.6104
C 2.7397 1.9282 -3.6819
H 5.5941 3.3475 3.9787
H 7.0484 1.5234 3.4682
H 4.6509 0.6460 -4.4961
H 1.4682 -0.0188 3.9220
C -0.1300 0.2629 -0.8572
H 2.1227 -0.0965 -4.6021
H 0.7853 2.8147 8.4275
C -1.9548 1.0988 -3.2054
H 2.1841 1.3108 -5.8274
H -3.2990 -0.9445 3.6630
H 6.8266 0.3810 1.3316
C 5.6226 3.0430 2.9300
H 1.7903 -2.1360 3.9615
C -2.6424 -2.2772 -4.6775
O -1.2827 0.5713 3.6372
O -1.9549 1.8316 6.5295
C -3.4782 -2.9479 -5.7499
H -7.0710 -0.2483 1.6443
H -7.3168 -1.4139 3.0688
H -3.2159 -2.1362 -3.7548
C 0.5789 -1.3427 -2.6233
C -3.2700 -4.4126 -5.4407
C 6.2876 1.3197 1.4705
O 5.0219 1.5463 -4.6541
H -3.5390 -1.3485 0.7120
C 1.8071 0.2059 2.8561
H 4.7270 0.2477 2.5258
H 4.3459 3.4778 -3.9049
O 2.6423 -0.8795 2.3844
H -3.9239 -4.7146 -4.6159
C 4.8401 1.1168 1.8720
O -1.5615 -3.1615 -4.3818
C 2.0725 -1.8963 -2.2889
C 1.9231 1.0276 -4.7393
C -2.0061 0.5722 1.1109
C -0.7183 1.7528 4.2747
H 2.1116 2.7841 -3.2595
H 1.4083 -3.9974 -2.5984
H 7.7098 2.7344 2.3570
H -1.4381 3.6094 5.3685
C 0.9412 0.2106 0.2944
C -2.6787 1.8305 -4.3800
H -5.3909 -2.3882 1.9999
C -1.9502 2.2952 -5.6860
C -4.3263 -1.4391 3.7113
F 3.0405 -3.9782 -1.1644
H 0.4592 -1.4120 -3.7713
H -1.0349 1.2852 8.3322
H 0.3163 1.5284 4.7372
H 1.8174 -3.3364 1.0446
H 2.3827 1.1946 2.7525
O -4.0964 2.0374 -4.2070
H -1.1396 -4.5493 -5.8369
C 2.2255 -2.1623 2.9051
S -2.9025 0.5305 -1.7058
H -3.9840 1.6571 0.9675
H -4.1469 -2.5644 3.9123
H -0.1242 0.7252 6.8218
H 0.2661 -2.3999 1.6760
C -1.6050 0.4495 -0.4064
C 0.5640 0.3258 1.8138
H -3.4626 -5.0731 -6.2879
C -0.9213 0.5042 2.2493
H 3.6157 2.8983 -5.5201
H 4.1793 0.9927 1.0106
*
```